{"formula": "C26H35N3O6", "method": "ωB97M-V/def2-TZVPD", "species": ["C", "O", "C", "C", "C", "C", "N", "N", "C", "O", "C", "C", "C", "N", "C", "C", "O", "C", "O", "C", "C", "C", "C", "C", "C", "C", "C", "C", "C", "C", "O", "C", "C", "O", "C", "H", "H", "H", "H", "H", "H", "H", "H", "H", "H", "H", "H", "H", "H", "H", "H", "H", "H", "H", "H", "H", "H", "H", "H", "H", "H", "H", "H", "H", "H", "H", "H", "H", "H", "H"], "coordinates": [[3.715, 0.324, 1.274], [4.936, 0.575, 0.623], [5.024, 0.320, -0.724], [3.956, -0.167, -1.461], [4.065, -0.405, -2.829], [2.934, -0.902, -3.573], [1.833, -1.177, -2.993], [0.789, -1.622, -3.706], [-0.419, -1.920, -3.138], [-1.340, -2.299, -3.827], [-0.474, -1.718, -1.637], [-1.671, -2.445, -1.028], [-1.741, -2.148, 0.472], [-1.828, -0.732, 0.780], [-3.128, -0.129, 0.530], [-3.383, 0.964, 1.582], [-2.995, 0.505, 2.857], [-4.863, 1.390, 1.591], [-5.778, 0.324, 1.553], [-5.946, -0.366, 2.786], [-6.584, 0.497, 3.845], [-5.820, 1.030, 4.875], [-6.403, 1.853, 5.824], [-7.753, 2.151, 5.749], [-8.518, 1.630, 4.719], [-7.936, 0.809, 3.770], [-0.713, -0.013, 0.188], [-0.577, -0.219, -1.326], [5.274, -0.149, -3.475], [6.353, 0.329, -2.756], [7.577, 0.606, -3.284], [7.774, 0.397, -4.660], [6.249, 0.571, -1.366], [7.396, 1.043, -0.818], [7.521, 1.262, 0.568], [2.906, 0.938, 0.866], [3.883, 0.597, 2.315], [3.437, -0.733, 1.218], [3.006, -0.373, -1.000], [3.060, -1.028, -4.655], [0.870, -1.739, -4.720], [0.458, -2.100, -1.209], [-2.585, -2.109, -1.521], [-1.580, -3.519, -1.190], [-2.599, -2.655, 0.919], [-0.834, -2.528, 0.957], [-3.898, -0.893, 0.650], [-3.234, 0.304, -0.472], [-2.791, 1.864, 1.337], [-2.258, -0.108, 2.697], [-5.036, 2.024, 2.470], [-5.062, 1.971, 0.687], [-4.981, -0.743, 3.145], [-6.597, -1.209, 2.537], [-4.764, 0.804, 4.923], [-5.802, 2.263, 6.622], [-8.208, 2.792, 6.490], [-9.571, 1.864, 4.655], [-8.527, 0.406, 2.961], [-0.827, 1.050, 0.410], [0.199, -0.368, 0.680], [-1.449, 0.195, -1.838], [0.311, 0.300, -1.687], [5.353, -0.332, -4.534], [8.807, 0.680, -4.853], [7.109, 1.025, -5.263], [7.630, -0.653, -4.935], [8.553, 1.586, 0.708], [6.844, 2.043, 0.920], [7.346, 0.349, 1.141]], "forces_ev_per_angstrom": [[-0.2, 0.0, 0.1], [0.3, 0.0, -0.5], [0.1, 0.0, 0.1], [0.0, 0.0, -0.2], [0.8, 0.4, 0.6], [-0.8, -0.4, -0.5], [0.6, 0.2, 0.4], [0.1, -0.1, -1.2], [0.1, 0.0, 0.4], [-0.2, 0.0, -0.1], [-0.4, 0.0, 0.0], [0.2, 0.1, 0.1], [0.0, -0.2, -0.2], [0.0, -0.1, 0.1], [-0.1, 0.2, 0.3], [-0.3, 0.1, -0.4], [-0.1, 0.0, 0.3], [0.5, 0.1, 0.0], [-0.1, -0.1, -0.1], [0.0, -0.2, 0.1], [0.1, -0.1, -0.1], [0.0, -0.1, 0.0], [0.0, 0.1, 0.1], [0.0, 0.1, 0.1], [-0.1, 0.0, -0.1], [0.1, 0.0, 0.0], [0.1, 0.2, -0.2], [0.1, -0.1, 0.3], [-0.3, -0.1, 0.0], [0.2, 0.1, 0.4], [-0.2, 0.0, 0.3], [0.0, 0.0, -0.2], [0.2, 0.0, -0.2], [-0.3, -0.1, -0.3], [0.2, 0.1, 0.5], [0.0, 0.0, 0.0], [-0.1, 0.0, -0.1], [0.0, 0.0, 0.0], [-0.1, 0.0, 0.2], [-0.1, 0.0, 0.0], [-0.1, 0.0, 0.3], [0.0, 0.0, 0.0], [0.0, -0.1, 0.0], [-0.1, 0.0, 0.0], [0.1, 0.0, 0.0], [0.0, -0.1, 0.0], [0.0, 0.0, 0.0], [0.0, 0.0, 0.0], [-0.1, -0.1, -0.1], [0.0, 0.0, -0.1], [0.0, 0.0, -0.1], [0.1, 0.1, 0.1], [-0.2, 0.0, 0.0], [0.1, 0.1, 0.1], [0.1, 0.0, 0.0], [0.0, 0.0, 0.1], [0.0, 0.0, 0.1], [-0.1, 0.0, 0.0], [-0.1, -0.1, -0.1], [0.1, 0.0, 0.0], [0.0, 0.1, 0.0], [0.0, 0.0, -0.1], [0.0, 0.1, 0.0], [0.1, 0.0, -0.1], [-0.1, 0.0, 0.0], [0.0, 0.0, 0.0], [0.0, 0.0, 0.0], [-0.1, 0.0, 0.0], [0.1, -0.1, 0.0], [0.0, 0.1, 0.0]], "mulliken_charge": [-0.985, -0.507, 0.994, -0.448, -0.520, -0.453, 0.175, -0.445, -0.217, -0.673, 0.516, -0.733, -1.283, 0.074, -0.506, -0.035, -0.532, -0.780, -0.442, -0.794, 0.358, -0.181, -0.654, -0.397, -0.492, -0.420, -1.039, -0.657, -0.738, 0.654, -0.413, -0.926, 0.704, -0.473, -0.785, 0.359, 0.339, 0.356, 0.557, 0.331, 0.280, 0.326, 0.259, 0.477, 0.526, 0.449, 0.604, 0.111, 0.299, 0.475, 0.346, 0.493, 0.350, 0.495, 0.366, 0.382, 0.374, 0.373, 0.405, 0.304, 0.477, 0.258, 0.511, 0.380, 0.230, 0.363, 0.362, 0.287, 0.261, 0.290], "gap_ev": 8.1, "de_lowest_ev": 2.857, "total_energy_ha": -1627.374417, "multiplicity": 1, "smiles": "COc1cc(/C=N/NC(=O)C2CCN(C[C@H](O)COCc3ccccc3)CC2)cc(OC)c1OC"}



{"formula": "C26H35N4O2PtSSiTe", "method": "ωB97M-V/def2-TZVPD", "species": ["Pt", "O", "C", "O", "C", "C", "C", "C", "C", "N", "H", "H", "H", "H", "Te", "C", "C", "C", "C", "C", "C", "H", "H", "H", "H", "H", "C", "N", "C", "C", "S", "N", "C", "C", "H", "H", "H", "H", "H", "H", "H", "H", "H", "H", "H", "H", "C", "Si", "C", "C", "N", "C", "C", "C", "C", "C", "C", "H", "H", "H", "H", "H", "H", "H", "H", "H", "H", "H", "H", "H", "H"], "coordinates": [[0.519, 0.541, 0.325], [-0.914, -3.060, 2.312], [-0.635, -1.940, 1.874], [-0.196, -1.656, 0.722], [-0.891, -0.758, 2.809], [-0.857, -0.919, 4.189], [-1.086, 0.185, 4.988], [-1.384, 1.402, 4.388], [-1.422, 1.465, 3.007], [-1.163, 0.412, 2.232], [-0.641, -1.899, 4.589], [-1.032, 0.103, 6.067], [-1.575, 2.290, 4.976], [-1.640, 2.392, 2.489], [1.069, 2.999, 0.690], [1.217, 3.888, -1.220], [0.390, 3.507, -2.275], [0.504, 4.119, -3.515], [1.442, 5.122, -3.721], [2.265, 5.509, -2.674], [2.153, 4.898, -1.432], [-0.342, 2.726, -2.127], [-0.144, 3.806, -4.325], [1.531, 5.596, -4.690], [3.003, 6.289, -2.823], [2.806, 5.201, -0.624], [-2.256, -3.276, -0.838], [-2.638, -1.888, -1.101], [-3.366, -1.275, -0.005], [-1.933, -1.111, -1.956], [-1.599, 0.515, -1.650], [-1.510, -1.719, -3.094], [-0.542, -1.087, -3.964], [-2.238, -2.812, -3.707], [-1.938, -3.366, 0.200], [-1.410, -3.560, -1.458], [-3.094, -3.952, -1.029], [-4.160, -1.963, 0.292], [-3.796, -0.329, -0.325], [-2.713, -1.084, 0.847], [0.122, -0.454, -3.386], [-1.039, -0.472, -4.722], [0.039, -1.866, -4.460], [-3.182, -2.973, -3.193], [-1.666, -3.744, -3.697], [-2.447, -2.549, -4.748], [2.710, 0.443, -2.571], [2.821, -0.918, -1.284], [4.544, -1.652, -1.523], [1.661, -2.319, -1.730], [2.443, -0.267, 0.273], [3.181, -0.235, 1.437], [2.579, 0.054, 2.676], [3.297, 0.083, 3.859], [4.663, -0.157, 3.877], [5.287, -0.424, 2.664], [4.574, -0.460, 1.481], [2.698, 0.052, -3.592], [3.569, 1.111, -2.476], [1.816, 1.048, -2.419], [4.566, -2.060, -2.538], [4.754, -2.471, -0.833], [5.345, -0.916, -1.447], [1.666, -2.489, -2.811], [0.646, -2.116, -1.391], [1.986, -3.240, -1.240], [1.516, 0.255, 2.702], [2.770, 0.303, 4.780], [5.225, -0.127, 4.801], [6.357, -0.602, 2.633], [5.109, -0.654, 0.566]], "forces_ev_per_angstrom": [[0.3, -0.2, -0.2], [0.0, -0.1, 0.1], [0.1, 0.0, 0.0], [-0.1, 0.1, 0.0], [-0.1, 0.0, 0.0], [0.0, 0.0, 0.0], [0.0, 0.0, 0.0], [0.0, 0.0, 0.0], [0.0, 0.0, 0.0], [0.2, -0.1, 0.1], [0.0, 0.0, 0.0], [0.0, 0.0, 0.0], [0.0, 0.0, 0.0], [0.0, 0.0, 0.0], [-0.1, 0.2, 0.1], [-0.1, 0.0, 0.0], [0.0, 0.1, 0.0], [0.0, 0.0, 0.0], [0.0, 0.0, -0.1], [0.0, 0.0, 0.0], [0.0, 0.0, -0.1], [0.0, 0.0, 0.0], [0.0, 0.0, 0.0], [0.0, 0.0, 0.0], [0.0, 0.0, 0.0], [0.0, 0.0, 0.0], [0.0, 0.0, 0.0], [0.0, 0.0, 0.0], [0.0, 0.0, 0.0], [0.0, 0.1, 0.2], [-0.2, -0.1, -0.1], [0.1, 0.0, -0.1], [0.0, 0.0, -0.1], [0.0, 0.0, 0.0], [0.0, 0.0, 0.0], [0.0, 0.0, 0.0], [0.0, 0.0, 0.0], [0.0, 0.0, 0.0], [0.0, 0.0, 0.0], [0.0, 0.0, 0.0], [0.0, 0.0, 0.0], [0.0, 0.0, 0.0], [0.0, 0.0, 0.0], [0.0, 0.0, 0.0], [0.0, 0.0, 0.0], [0.0, 0.0, 0.0], [0.0, 0.0, 0.1], [0.0, 0.0, -0.2], [0.0, -0.1, 0.0], [0.0, 0.0, 0.0], [-0.1, -0.1, 0.2], [0.1, 0.0, 0.0], [-0.1, 0.0, 0.1], [0.0, 0.0, 0.0], [0.0, 0.0, -0.1], [0.0, 0.0, 0.1], [0.0, 0.0, -0.1], [0.0, -0.1, 0.0], [0.0, 0.1, 0.0], [-0.1, 0.1, 0.0], [0.0, 0.0, 0.0], [0.0, 0.0, 0.0], [0.0, 0.0, 0.0], [0.0, 0.0, 0.0], [0.0, 0.0, 0.0], [0.0, 0.0, 0.1], [0.0, 0.0, 0.0], [0.0, 0.0, 0.0], [0.0, 0.0, 0.0], [0.0, 0.0, 0.0], [0.0, 0.0, 0.0]], "mulliken_charge": [2.540, -0.828, -0.160, -0.620, 0.856, -0.697, -0.394, -0.674, -0.600, -0.215, 0.466, 0.413, 0.416, 0.507, -0.104, 0.140, -0.133, -0.585, -0.444, -0.479, -0.568, 0.313, 0.382, 0.360, 0.348, 0.334, -1.059, 0.110, -0.964, 0.257, -0.454, 0.448, -1.043, -1.269, 0.363, 0.284, 0.330, 0.323, 0.429, 0.250, 0.128, 0.356, 0.396, 0.383, 0.320, 0.409, -0.658, -0.271, -1.424, -0.095, -0.612, 0.347, 0.109, -0.922, -0.480, -0.805, -0.160, 0.331, 0.345, -0.101, 0.360, 0.355, 0.356, 0.255, -0.511, 0.425, 0.267, 0.386, 0.365, 0.364, 0.202], "gap_ev": [6.0, 5.5], "de_lowest_ev": 0.000, "total_charge": -1, "total_energy_ha": -2456.357005, "multiplicity": 3, "s2": 2.01}



{"formula": "C26H36BN6OTc", "method": "ωB97M-V/def2-TZVPD", "species": ["Tc", "C", "C", "C", "C", "C", "C", "N", "N", "B", "N", "C", "C", "C", "N", "C", "C", "C", "N", "C", "C", "C", "N", "C", "C", "C", "H", "H", "H", "H", "H", "H", "H", "H", "H", "H", "H", "H", "H", "H", "H", "H", "H", "H", "H", "H", "H", "H", "H", "H", "H", "H", "H", "H", "C", "C", "O", "C", "C", "C", "C", "C", "C", "H", "H", "H", "H", "H", "H", "H", "H"], "coordinates": [[-0.496, 0.429, -0.203], [3.278, 2.035, -1.361], [1.851, 2.594, -1.378], [0.902, 1.698, -2.191], [1.317, 2.852, -0.001], [1.543, 3.892, 0.889], [0.648, 3.692, 1.934], [-0.060, 2.583, 1.705], [0.361, 2.056, 0.527], [-1.424, 2.089, 2.264], [-2.433, 2.183, 1.087], [-3.556, 2.888, 0.954], [-4.068, 2.697, -0.321], [-3.187, 1.840, -0.960], [-2.191, 1.522, -0.086], [-3.213, 1.338, -2.374], [-4.633, 1.364, -2.940], [-2.607, -0.055, -2.501], [-1.290, 0.584, 2.595], [-1.654, -0.116, 3.664], [-1.557, -1.475, 3.373], [-1.133, -1.550, 2.060], [-0.943, -0.280, 1.604], [-0.943, -2.745, 1.171], [-1.534, -4.003, 1.801], [-1.551, -2.485, -0.208], [3.658, 1.935, -2.378], [3.951, 2.695, -0.817], [3.308, 1.051, -0.886], [1.891, 3.569, -1.870], [1.124, 0.631, -2.054], [-0.163, 1.933, -1.989], [0.992, 1.876, -3.262], [2.232, 4.711, 0.773], [0.457, 4.294, 2.809], [-1.775, 2.722, 3.203], [-3.935, 3.480, 1.772], [-4.968, 3.127, -0.724], [-2.604, 2.030, -2.969], [-5.309, 0.757, -2.336], [-5.023, 2.380, -2.980], [-4.639, 0.972, -3.955], [-3.115, -0.780, -1.864], [-2.657, -0.406, -3.532], [-1.520, -0.072, -2.269], [-1.979, 0.381, 4.564], [-1.798, -2.291, 4.031], [0.134, -2.908, 1.036], [-2.610, -3.898, 1.946], [-1.368, -4.862, 1.153], [-1.077, -4.218, 2.766], [-2.603, -2.210, -0.135], [-1.029, -1.676, -0.763], [-1.461, -3.360, -0.852], [2.400, -0.475, 1.794], [2.226, -1.051, 0.435], [1.266, -0.743, -0.294], [3.208, -2.022, -0.099], [4.209, -2.559, 0.702], [5.138, -3.502, 0.169], [5.071, -3.888, -1.163], [4.084, -3.351, -1.968], [3.145, -2.423, -1.437], [1.719, 0.358, 1.948], [3.429, -0.149, 1.949], [2.183, -1.244, 2.543], [4.306, -2.281, 1.744], [5.902, -3.908, 0.821], [5.784, -4.596, -1.564], [4.012, -3.630, -3.012], [2.376, -2.023, -2.086]], "forces_ev_per_angstrom": [[0.6, -0.1, 0.6], [0.0, -0.1, 0.1], [0.1, 0.0, 0.0], [-0.1, 0.0, 0.2], [0.3, 0.2, -0.4], [-0.1, -0.2, -0.1], [0.0, -0.1, -0.1], [-0.3, -0.1, 0.2], [-0.1, -0.5, 0.0], [-0.1, 0.1, 0.2], [0.2, 0.1, 0.2], [0.0, -0.1, 0.0], [0.1, -0.1, -0.1], [-0.3, 0.1, -0.3], [0.2, -0.2, 0.0], [0.1, 0.0, 0.0], [0.0, 0.0, 0.0], [-0.2, 0.1, 0.1], [0.0, 0.5, 0.0], [0.0, 0.0, -0.1], [0.0, 0.0, -0.2], [0.1, -0.6, 0.0], [-0.1, 0.3, -0.4], [0.2, 0.0, -0.1], [-0.1, 0.0, 0.0], [-0.2, 0.0, 0.4], [0.0, 0.0, 0.0], [0.0, 0.0, 0.0], [0.0, 0.0, 0.0], [-0.1, 0.0, 0.0], [0.1, 0.0, -0.1], [-0.2, 0.1, 0.0], [0.0, -0.1, 0.0], [0.0, 0.0, 0.0], [0.0, 0.0, 0.1], [0.0, 0.0, 0.0], [0.0, 0.0, 0.0], [0.0, 0.0, 0.0], [0.0, 0.0, 0.0], [0.0, 0.0, 0.0], [0.0, 0.0, 0.0], [0.0, 0.0, 0.0], [0.0, 0.0, 0.0], [0.1, 0.0, 0.0], [0.2, 0.0, 0.0], [0.0, 0.0, 0.0], [0.0, 0.0, 0.0], [0.0, 0.0, 0.1], [0.0, 0.0, 0.0], [0.0, 0.0, 0.0], [0.0, 0.0, 0.0], [0.0, -0.1, 0.0], [0.2, 0.0, -0.1], [0.1, 0.1, -0.1], [-0.2, 0.1, 0.1], [2.3, -1.6, 0.2], [-2.2, 1.1, -0.6], [-0.8, 0.7, 0.1], [1.6, -1.3, -0.1], [-1.0, 1.1, 1.0], [0.0, 0.2, 0.4], [-1.5, 1.3, 0.2], [0.9, -1.1, -1.1], [0.0, 0.0, 0.1], [0.0, 0.0, 0.0], [0.1, 0.0, 0.0], [0.0, 0.0, 0.0], [-0.1, 0.0, 0.0], [0.0, 0.0, 0.0], [0.0, 0.0, 0.0], [0.0, 0.0, 0.0]], "mulliken_charge": [-0.653, -1.255, 0.479, -1.103, -0.314, -1.344, -0.087, -0.107, 1.461, -0.200, -0.315, -0.294, -1.287, -0.231, 1.233, 0.950, -1.719, -0.753, 0.120, -0.428, -1.130, -0.342, 1.477, 1.193, -1.801, -0.681, 0.437, 0.443, 0.166, 0.635, 0.001, 0.269, 0.592, 0.592, 0.581, 0.020, 0.546, 0.532, 0.222, 0.427, 0.450, 0.421, 0.250, 0.525, -0.165, 0.545, 0.604, -0.189, 0.436, 0.438, 0.457, 0.457, -0.167, 0.503, -1.157, 0.506, -0.525, 1.258, -0.533, -0.925, -0.446, -0.936, -0.121, -0.123, 0.568, 0.428, 0.444, 0.438, 0.462, 0.438, 0.324], "gap_ev": [5.9, 4.6], "de_lowest_ev": 0.043, "total_charge": 3, "total_energy_ha": -1520.844028, "multiplicity": 4, "s2": 3.78}



Question: Which formula does entry 2 have?
Answer: C26H35N4O2PtSSiTe



Question: What is the formula in the second record?
Answer: C26H35N4O2PtSSiTe